Formula: C4H6N2O
Source: the Open Molecules 2025 dataset
Level of theory: ωB97M-V/def2-TZVPD

Cartesian coordinates (Å):
O: 0.1994 -0.7900 0.5730
N: 1.9044 -1.1204 -0.5728
N: 2.4510 1.1845 -0.1000
C: -0.0593 0.4006 0.9097
C: -2.1681 -0.5997 -0.2660
C: 2.3017 -0.0229 -0.2983
C: -0.7461 -0.0956 -0.2531
H: -2.0578 -1.4828 -0.8566
H: 0.4750 1.2601 1.2588
H: 2.9944 1.6143 0.5755
H: -0.1639 0.2165 -1.1064
H: -2.7684 0.0657 -0.6693
H: -2.3622 -0.6304 0.8054

The energy above the lowest of the compared OMol25 structures with the same formula, charge and spin is 7.0923 eV. Its net charge is 0.

Atomic partial charges in e from the Löwdin method, atoms 1 to 5: number 1, O, carries 0.010; number 2, N, carries 0.140; number 3, N, carries 0.131; number 4, C, carries -0.038; number 5, C, carries 0.017